Record 1
Here is a 11-piece molecular cluster, C19H60O19S4 overall in a non-equilibrium geometry from the OMol25 dataset. Energies are from ωB97M-V/def2-TZVPD.

Computed properties:
- LUMO level (Ha) = -0.001
- frontier orbital gap (eV) = 9.701
- total energy (hartree) = -3782.03726
- structure (SMILES) = CCOS(C)(=O)=O.CCOS(C)(=O)=O.CCOS(C)(=O)=O.CCOS(C)(=O)=O.CO.CO.CO.CO.CO.CO.CO
- energy relative to the best compared isomer or geometry (same formula, charge and spin) (kcal per mole) = 0.0

Structure (ORCA input):
```
! wB97M-V def2-TZVPD RIJCOSX def2/J DEFGRID3
* xyz 0 1
C 5.76 3.52 0.12
C 4.84 2.32 0.31
O 4.27 2.43 1.61
S 3.17 1.36 2.10
C 4.24 0.38 3.17
O 2.20 2.08 2.90
O 2.78 0.55 0.98
H 5.27 4.49 0.20
H 6.32 3.45 -0.81
H 6.49 3.54 0.93
H 4.06 2.32 -0.46
H 5.41 1.40 0.23
H 5.01 0.00 2.50
H 3.63 -0.40 3.62
H 4.68 1.07 3.88
C 2.93 6.85 -1.39
C 1.67 6.19 -0.87
O 1.91 4.78 -0.96
S 0.72 3.74 -0.54
C 0.58 4.24 1.22
O -0.49 4.12 -1.25
O 1.22 2.40 -0.73
H 2.91 7.93 -1.24
H 2.99 6.65 -2.46
H 3.82 6.40 -0.95
H 1.47 6.49 0.17
H 0.84 6.45 -1.52
H 0.31 3.30 1.71
H -0.18 5.00 1.28
H 1.59 4.50 1.54
C -1.89 -2.95 2.23
C -1.03 -4.06 1.66
O -1.41 -5.25 2.36
S -0.32 -6.41 2.47
C -0.46 -7.14 0.80
O 0.99 -5.85 2.70
O -0.81 -7.38 3.45
H -1.51 -1.96 1.96
H -1.68 -2.92 3.30
H -2.94 -3.05 1.99
H -1.16 -4.21 0.59
H 0.01 -3.74 1.75
H -1.49 -7.47 0.69
H 0.31 -7.89 0.69
H -0.22 -6.33 0.11
C -3.71 4.22 -2.72
C -3.18 2.82 -2.51
O -3.54 1.96 -3.60
S -4.95 1.12 -3.42
C -4.27 -0.26 -2.42
O -5.86 1.88 -2.57
O -5.35 0.69 -4.72
H -3.38 4.97 -2.00
H -4.80 4.18 -2.67
H -3.38 4.59 -3.69
H -2.09 2.81 -2.40
H -3.52 2.36 -1.57
H -5.10 -0.74 -1.92
H -3.60 0.13 -1.66
H -3.69 -0.80 -3.17
C 3.55 -2.95 1.24
O 3.80 -3.03 -0.16
H 2.78 -2.19 1.37
H 3.23 -3.93 1.62
H 4.43 -2.66 1.82
H 2.93 -3.05 -0.58
C 2.79 -0.26 -2.67
O 2.54 0.99 -3.31
H 1.86 -0.63 -2.21
H 3.17 -0.94 -3.43
H 3.57 -0.22 -1.90
H 2.24 1.56 -2.59
C -3.45 -3.72 -1.79
O -3.13 -5.03 -1.38
H -3.20 -3.00 -0.99
H -2.95 -3.37 -2.70
H -4.52 -3.61 -1.97
H -3.77 -5.30 -0.72
C -4.50 -0.30 1.32
O -3.73 0.65 0.58
H -3.96 -0.66 2.21
H -5.35 0.17 1.82
H -4.84 -1.12 0.70
H -3.79 1.45 1.12
C -1.24 0.77 3.59
O -1.17 -0.12 4.70
H -0.31 1.33 3.65
H -1.34 0.29 2.60
H -2.09 1.45 3.59
H -0.31 -0.55 4.68
C 0.25 -3.68 -2.08
O 0.96 -3.53 -0.86
H -0.77 -4.01 -1.88
H 0.24 -2.76 -2.67
H 0.79 -4.43 -2.65
H 0.56 -2.81 -0.33
C -0.63 -0.24 -0.21
O 0.56 -0.93 0.21
H -1.45 -0.95 -0.20
H -0.87 0.62 0.41
H -0.53 0.10 -1.24
H 1.29 -0.29 0.26
*
```

---

Record 2
Here is C19H61AsF6N17O10 as an isolated structure in a non-equilibrium geometry from the OMol25 dataset. Energies are from ωB97M-V/def2-TZVPD.

Computed properties:
- LUMO level (spin up / spin down) (Ha) = 0.146 / 0.145
- frontier orbital gap (spin up / spin down) (eV) = 3.870 / 8.563
- total energy (hartree) = -5279.00967
- <S²> = 0.75

Structure (ORCA input):
```
! wB97M-V def2-TZVPD RIJCOSX def2/J DEFGRID3
* xyz -2 2
As 29.35 -28.64 -21.67
F 31.11 -28.57 -22.00
F 29.04 -27.18 -22.65
F 27.61 -28.85 -21.41
F 29.66 -30.18 -20.72
F 29.51 -27.61 -20.12
F 29.31 -29.66 -23.16
C 27.69 -23.95 -22.14
O 27.32 -22.93 -21.57
N 28.54 -24.79 -21.64
N 27.47 -24.17 -23.42
H 28.65 -24.80 -20.64
H 28.81 -25.61 -22.17
H 26.89 -23.53 -23.94
H 27.93 -24.93 -23.88
C 24.55 -29.88 -24.73
O 24.06 -29.34 -25.69
N 25.69 -29.57 -24.16
N 24.06 -30.90 -24.15
H 26.13 -28.87 -24.74
H 26.16 -30.13 -23.47
H 24.49 -31.27 -23.31
H 23.10 -31.17 -24.27
C 28.29 -33.22 -23.95
O 29.27 -33.39 -24.68
N 27.96 -32.12 -23.43
N 27.66 -34.26 -23.53
H 27.20 -32.31 -22.78
H 28.53 -31.29 -23.48
H 27.21 -34.16 -22.63
H 28.20 -35.09 -23.74
C 26.99 -32.10 -18.99
O 27.68 -33.02 -19.16
N 25.74 -32.04 -18.53
N 27.33 -30.86 -19.09
H 25.37 -32.93 -18.20
H 25.38 -31.17 -18.19
H 26.80 -30.03 -18.87
H 28.29 -30.74 -19.37
C 31.44 -32.72 -19.49
O 32.60 -32.54 -19.16
N 31.06 -32.78 -20.76
N 30.51 -33.16 -18.67
H 30.06 -32.71 -20.81
H 31.77 -32.60 -21.45
H 30.50 -33.42 -17.70
H 29.62 -33.31 -19.14
C 29.98 -28.93 -16.59
O 30.06 -29.20 -15.39
N 30.41 -29.61 -17.63
N 29.46 -27.88 -17.07
H 30.72 -30.55 -17.45
H 30.65 -29.20 -18.52
H 29.56 -27.76 -18.06
H 29.10 -27.18 -16.43
C 33.13 -31.06 -24.01
O 33.75 -31.74 -24.70
N 31.87 -31.00 -24.12
N 33.45 -30.25 -23.04
H 31.34 -30.36 -23.54
H 31.38 -31.61 -24.76
H 32.77 -29.68 -22.58
H 34.44 -30.06 -22.99
C 24.31 -28.59 -18.08
C 25.37 -28.13 -19.16
C 24.98 -26.94 -20.03
O 24.23 -27.54 -21.13
C 24.16 -26.87 -22.41
N 26.75 -27.96 -18.64
H 24.49 -29.56 -17.61
H 23.29 -28.50 -18.44
H 24.38 -27.77 -17.37
H 25.39 -29.00 -19.82
H 25.90 -26.61 -20.52
H 24.45 -26.17 -19.47
H 23.62 -25.92 -22.43
H 23.73 -27.57 -23.12
H 25.09 -26.57 -22.89
H 27.17 -27.56 -19.47
H 26.79 -27.16 -18.03
C 33.17 -27.66 -19.50
C 33.54 -26.70 -18.31
C 32.70 -26.90 -17.06
O 33.00 -26.06 -16.00
C 32.34 -26.41 -14.79
N 34.92 -26.90 -18.05
H 33.66 -27.30 -20.40
H 32.12 -27.57 -19.80
H 33.38 -28.71 -19.27
H 33.29 -25.73 -18.72
H 32.86 -27.95 -16.84
H 31.69 -26.61 -17.37
H 32.65 -25.76 -13.97
H 32.59 -27.41 -14.44
H 31.26 -26.36 -14.77
H 35.04 -27.77 -17.55
H 35.15 -26.22 -17.34
C 25.77 -24.36 -27.19
C 25.56 -25.83 -26.87
C 26.85 -26.50 -26.65
O 26.81 -27.97 -26.61
C 28.02 -28.56 -26.29
N 24.60 -26.05 -25.80
H 26.67 -24.24 -27.78
H 25.90 -23.76 -26.29
H 25.00 -24.06 -27.89
H 25.15 -26.39 -27.71
H 27.61 -26.10 -25.97
H 27.41 -26.23 -27.54
H 28.33 -28.14 -25.33
H 28.78 -28.46 -27.07
H 27.88 -29.63 -26.15
H 24.49 -27.03 -25.58
H 23.76 -25.80 -26.29
*
```